# 1
C35H55IN2O2PPd as an isolated structure. Source: the Open Molecules 2025 dataset; level of theory: ωB97M-V/def2-TZVPD.

```
97
Properties=species:S:1:pos:R:3:mulliken_charge:R:1
Pd 0.44556 -0.04597 1.61267 0.742
C -2.90009 -0.61767 7.33204 -1.817
C -2.17150 -0.94811 6.06393 0.025
C -2.30757 -2.23467 5.49848 -0.415
C -1.66018 -2.62190 4.30536 -0.291
C -1.81251 -4.01640 3.77347 -1.935
C -0.86848 -1.69192 3.68463 0.151
C -0.66237 -0.38681 4.24100 1.215
C -1.35842 -0.03435 5.44037 0.031
N 0.13324 0.44526 3.57378 0.073
C 0.74628 1.76501 3.91410 1.207
C 2.07402 1.78683 3.14903 -1.579
C 1.03409 1.93288 5.40727 -1.726
C -0.18286 2.86604 3.40236 -1.327
H -3.93618 -0.95100 7.28225 0.434
H -2.88314 0.44962 7.53857 0.377
H -2.43520 -1.13321 8.17415 0.400
H -2.94346 -2.95462 6.00011 0.521
H -2.72831 -4.48096 4.13205 0.430
H -0.97902 -4.63619 4.10914 0.458
H -1.82165 -4.02827 2.68378 0.375
H -0.33450 -1.97696 2.77435 0.508
H -1.25894 0.95682 5.84801 0.305
H 2.71916 0.95341 3.42965 0.401
H 2.60197 2.71626 3.35858 0.544
H 1.92900 1.78094 2.05575 0.308
H 1.45396 1.02909 5.84808 0.428
H 0.15716 2.23708 5.97104 0.386
H 1.77014 2.72812 5.51872 0.489
H -0.33259 2.80348 2.31952 0.189
H 0.25767 3.83883 3.61845 0.489
H -1.15655 2.81936 3.89137 0.279
I 4.28572 -4.56301 1.46263 0.244
C 3.69207 -2.71521 0.77469 -0.658
C 4.46710 -1.97682 -0.11604 -0.053
C 4.01464 -0.74272 -0.55813 -1.011
C 2.80580 -0.26488 -0.09552 -0.383
N 2.06584 -0.97601 0.77309 0.085
C 2.48940 -2.17444 1.20130 -0.045
H 5.41685 -2.36310 -0.46111 0.448
H 4.59469 -0.15291 -1.25342 0.459
H 2.41208 0.69060 -0.42055 0.625
H 1.85411 -2.70450 1.89869 0.491
O -1.15220 -0.07589 -0.85426 0.108
O -0.62386 0.91547 -0.13528 -0.440
C -5.33619 -0.04983 2.47613 -1.004
C -4.16514 0.93398 2.52849 -0.866
C -3.12855 0.66995 1.41722 0.392
C -3.82041 0.00755 0.20509 1.064
C -4.30244 -1.40677 0.60725 -0.975
C -4.83340 -1.42305 2.05558 -0.290
P -2.83994 0.04788 -1.31220 -0.274
C -2.83730 -1.38383 -2.39669 0.209
C -4.24563 -1.70088 -2.98179 -0.711
C -4.25244 -3.10669 -3.61437 -0.906
C -2.87888 -3.49348 -4.14877 -0.631
C -1.84282 -3.57808 -3.01422 -0.902
C -2.22280 -2.67736 -1.82743 -0.854
C -3.02244 1.58285 -2.21079 0.564
C -4.45371 1.62231 -2.83858 -0.907
C -4.93738 3.06854 -3.01849 -1.043
C -3.79170 3.98682 -3.42035 -0.641
C -2.72269 4.06385 -2.31581 -0.872
C -2.76824 2.85170 -1.37167 -0.832
H -6.09993 0.29615 1.77507 0.276
H -5.82637 -0.09831 3.44745 0.587
H -3.66062 0.84835 3.49418 0.265
H -4.52324 1.96142 2.45247 0.434
H -2.35925 -0.02562 1.78263 -0.711
H -2.63170 1.59948 1.15074 0.413
H -4.67242 0.64462 -0.06143 0.799
H -3.47188 -2.10924 0.52178 -0.094
H -5.08178 -1.74210 -0.07575 0.449
H -4.03553 -1.73505 2.73723 -0.280
H -5.62180 -2.17030 2.13447 0.602
H -2.19102 -1.03118 -3.21346 0.609
H -4.50799 -0.95826 -3.72834 0.246
H -5.00628 -1.65100 -2.20094 0.191
H -4.98556 -3.11705 -4.41984 0.481
H -4.58998 -3.84524 -2.88412 0.358
H -2.56294 -2.76626 -4.90169 0.326
H -2.93784 -4.44914 -4.66674 0.442
H -0.85897 -3.28792 -3.38732 0.309
H -1.75467 -4.60358 -2.65526 0.431
H -1.34471 -2.49272 -1.20365 0.151
H -2.97113 -3.17536 -1.21126 0.447
H -2.26948 1.53190 -3.00664 0.655
H -5.17621 1.07323 -2.22611 0.431
H -4.42238 1.12337 -3.80425 0.295
H -5.40932 3.43168 -2.10283 0.367
H -5.71240 3.06963 -3.78408 0.468
H -4.17749 4.98369 -3.62924 0.426
H -3.35260 3.63363 -4.35726 0.352
H -2.85776 4.96688 -1.71947 0.433
H -1.72748 4.12993 -2.75838 0.292
H -3.57790 2.96846 -0.64614 0.412
H -1.83513 2.79315 -0.81369 0.066
```

Computed properties:
**Net charge**: +3
**E**: -65102.249 eV
**Multiplicity**: 5
**LUMO (spin up / spin down)**: -0.2803 / -0.4162 Ha
**Energy above the lowest of the compared OMol25 structures with the same formula, charge and spin**: 0.0 kcal/mol
**HOMO (spin up / spin down)**: -0.5964 / -0.5963 Ha
**Orbital gap (spin up / spin down)**: 8.601 / 4.900 eV
**M**: 800.1 g mol⁻¹

# 2
A 2-piece molecular cluster, C35H56BI3NO3 overall in a non-equilibrium geometry. Source: the Open Molecules 2025 dataset; level of theory: ωB97M-V/def2-TZVPD.

```
99
Properties=species:S:1:pos:R:3:mulliken_charge:R:1
C 3.88552 -0.75158 0.88111 -0.732
C 3.75776 -0.41284 -0.65258 -0.046
C 4.99643 0.42242 -1.21290 -0.811
C 5.28999 1.73401 -0.40037 -0.745
C 4.37634 2.98001 -0.76677 -0.419
C 3.50762 2.82982 -2.07257 -0.114
C 3.13371 4.32081 -2.55379 -0.952
C 1.61311 4.48810 -2.94742 -0.980
C 0.80376 5.41737 -1.93445 -0.787
C 0.61608 4.57923 -0.60930 -0.306
C -0.62561 4.99790 0.29493 -0.954
C -1.68264 3.82526 0.21175 0.132
C -1.61082 2.68721 1.13362 1.045
C -0.59966 2.48281 2.28726 -0.956
I 1.43242 2.05856 1.60074 0.311
C -0.68611 3.64766 3.41598 -0.399
C -1.60200 3.12265 4.61437 -1.269
I 1.29522 3.93755 4.24386 0.044
C -2.61400 1.61686 0.94595 -1.286
C -3.64210 1.64004 -0.06012 -0.786
C -3.74619 2.81776 -0.96627 0.239
C -2.76193 3.87770 -0.81359 1.257
C -2.86967 5.10639 -1.75925 -1.708
C -4.89567 2.79747 -1.98404 0.615
O -5.14995 3.66651 -2.78844 -0.649
C -5.86262 1.55739 -2.00205 0.443
B -7.11138 1.54334 -3.04483 0.632
C -8.56509 1.83081 -2.39037 -0.941
O -6.92431 1.30990 -4.40952 -0.616
C -5.71931 0.48036 -1.18832 -0.977
I -7.01441 -1.26009 -1.25268 0.044
C -4.58767 0.41260 -0.13076 1.050
O -4.38462 -0.52570 0.60477 -0.594
H 2.98962 -1.38107 1.15867 -0.055
H 4.78900 -1.36239 1.13845 0.333
H 3.89639 0.15067 1.53862 0.214
H 3.83012 -1.40913 -1.18603 0.186
H 2.77230 0.03621 -0.92986 0.177
H 5.88701 -0.25709 -1.04967 0.445
H 4.92903 0.56124 -2.31942 0.331
H 5.21681 1.56806 0.71237 0.237
H 6.35674 2.01771 -0.59633 0.318
H 3.70953 3.31784 0.06940 0.021
H 5.07754 3.84485 -0.95740 0.429
H 4.05382 2.37695 -2.93800 0.378
H 2.53391 2.29384 -1.88469 -0.040
H 3.36513 5.03070 -1.71812 0.426
H 3.82379 4.56685 -3.40408 0.465
H 1.10063 3.50326 -3.10411 0.484
H 1.57784 5.03121 -3.93884 0.368
H 1.39892 6.33159 -1.67628 0.313
H -0.14417 5.68536 -2.45912 0.210
H 0.46708 3.50827 -0.92104 0.279
H 1.54893 4.58145 0.02107 0.306
H -0.22973 5.10796 1.34409 0.170
H -1.07063 5.98927 0.03633 0.770
H -0.90887 1.54972 2.83456 0.370
H -1.18189 4.57166 3.04152 0.582
H -2.66002 3.16460 4.22398 0.310
H -1.30390 2.11134 4.97418 0.362
H -1.54565 3.91638 5.40386 0.446
H -2.54834 0.72837 1.62116 0.362
H -3.81424 5.65269 -1.46576 0.333
H -2.03133 5.83283 -1.68105 0.199
H -3.01202 4.82045 -2.83147 0.354
H -8.78621 1.13712 -1.53610 0.274
H -9.39598 1.66741 -3.13840 0.263
H -8.61604 2.87104 -1.95707 0.264
H -7.82045 1.18253 -4.77378 0.302
C 2.07701 -8.73025 -0.23979 -1.217
C 1.91641 -8.45917 1.25681 -0.341
C 0.73613 -7.56281 1.63752 -0.524
N 1.01510 -6.05249 1.65607 0.056
C -0.33656 -5.36903 1.88680 -0.613
C -0.26905 -3.85937 1.72467 -0.675
C 0.28441 -3.47744 0.36320 -0.863
C 1.65447 -4.10043 0.16578 -0.515
C 1.61508 -5.60929 0.33580 -0.919
C 1.93334 -5.73848 2.80848 -0.961
H 2.35961 -7.84790 -0.81090 0.286
H 2.86421 -9.46846 -0.39948 0.389
H 1.15343 -9.12905 -0.66706 0.331
H 2.86015 -8.09586 1.66859 0.187
H 1.73792 -9.43063 1.72541 0.401
H 0.39971 -7.80706 2.64730 0.447
H -0.09881 -7.72499 0.95298 0.439
H -1.03083 -5.78698 1.15512 0.389
H -0.67400 -5.64314 2.88775 0.448
H -1.27208 -3.44194 1.83925 0.446
H 0.33991 -3.41084 2.51497 0.292
H 0.35089 -2.39141 0.27274 0.480
H -0.39544 -3.82192 -0.42362 0.325
H 2.37337 -3.65505 0.85983 0.195
H 2.01675 -3.87186 -0.83919 0.403
H 2.62917 -6.00583 0.29110 0.501
H 1.00350 -6.05438 -0.45137 0.505
H 2.88492 -6.24149 2.65185 0.374
H 1.46382 -6.08493 3.72759 0.338
H 2.10059 -4.66555 2.85624 0.422
```

Computed properties:
**Net charge**: +1
**E**: -69807.296 eV
**LUMO**: -0.1031 Ha
**HOMO**: -0.3663 Ha
**Orbital gap**: 7.162 eV
**M**: 930.4 g mol⁻¹